[1]
Density functional theory data (ωB97M-V/def2-TZVPD) for one molecule with the formula C3HN3O at a distorted geometry.

Results
ΔE to the lowest compared entry with this formula, charge and spin = 198.1 kJ/mol
HOMO-LUMO gap = 8.9 eV
E_HOMO = -0.3487 Ha

Each line ends with the Löwdin charge.
Atoms and positions in Å:
N  0.10105  -0.94244  1.26415  0.008
C  -0.54166  -0.67490  2.22786  0.112
C  0.22803  -0.15728  0.10570  -0.343
C  -0.71338  -0.19384  -0.99257  -0.243
O  -0.62804  0.55042  -1.94872  0.032
N  1.92318  1.59139  0.09461  0.298
N  1.14060  0.78036  0.12243  0.008
H  -1.50978  -0.95371  -0.87345  0.129

***

[2]
Density functional theory data (ωB97M-V/def2-TZVPD) for one molecule with the formula C3HN3O at a distorted geometry.

Results
SMILES = N#CN=C=NC=O
ΔE to the lowest compared entry with this formula, charge and spin = 84.2 kJ/mol
HOMO-LUMO gap = 10.4 eV
E_HOMO = -0.4035 Ha

Each line ends with the Löwdin charge.
Atoms and positions in Å:
N  3.27449  0.11624  -0.51134  0.165
C  2.22058  -0.03781  -0.09507  -0.324
N  1.06597  -0.15740  0.44238  0.199
C  0.01575  -0.73199  0.49580  -0.125
N  -1.19618  -0.80680  0.53191  0.170
C  -1.69669  0.28264  -0.14489  -0.355
O  -2.00911  1.23707  0.44984  0.149
H  -1.67481  0.09805  -1.16863  0.120

***

[3]
Density functional theory data (ωB97M-V/def2-TZVPD) for one molecule with the formula C3HN3O2 at a distorted geometry.

Results
SMILES = O=C=C=C/N=N\N=O
ΔE to the lowest compared entry with this formula, charge and spin = 635.7 kJ/mol
HOMO-LUMO gap = 7.6 eV
E_HOMO = -0.3394 Ha

Each line ends with the Löwdin charge.
Atoms and positions in Å:
O  1.38250  1.95303  0.84633  0.158
C  0.42912  1.36015  0.55595  -0.273
C  -0.74077  0.90346  0.32293  -0.006
C  -1.54545  -0.03349  -0.13190  -0.115
N  -0.92021  -1.24239  -0.45580  0.039
N  0.29888  -1.37040  -0.44954  0.036
N  1.28974  -0.81728  -0.18115  -0.079
O  2.47888  -0.84838  -0.31274  0.103
H  -2.67269  0.09531  -0.19409  0.137

***

[4]
Density functional theory data (ωB97M-V/def2-TZVPD) for an isolated ion of composition C3HN6S and charge -1 at a distorted geometry.

Results
ΔE to the lowest compared entry with this formula, charge and spin = 0.0 kJ/mol
HOMO-LUMO gap = 8.2 eV
E_HOMO = -0.1884 Ha
net charge = -1

Each line ends with the Löwdin charge.
Atoms and positions in Å:
C  0.45178  -0.06604  0.31436  -0.476
C  -1.26805  -0.64575  -1.89839  -0.865
C  -1.64928  -2.58535  1.54467  -0.012
N  -1.37667  -1.57377  -2.84858  -0.089
N  -0.00605  -0.74114  1.30384  -0.045
N  -2.41790  -0.24771  -1.43167  -0.050
N  -0.88734  -1.74793  1.22080  -0.143
N  -2.64495  -1.74359  -2.99977  -0.139
N  -3.27301  -0.91908  -2.17964  -0.140
S  0.32630  -0.00501  -1.47935  0.895
H  1.14048  0.66277  0.78305  0.064

***

[5]
Density functional theory data (ωB97M-V/def2-TZVPD) for one molecule with the formula C3HNO at a distorted geometry.

Results
ΔE to the lowest compared entry with this formula, charge and spin = 226.0 kJ/mol
2S+1 = 3
HOMO-LUMO gap (alpha / beta) = 8.6 / 9.3 eV
E_HOMO (alpha / beta) = -0.2871 / -0.4465 Ha
⟨S²⟩ = 2.0074

Each line ends with the Mulliken spin population.
Atoms and positions in Å:
C  1.97107  0.48318  0.78919  -0.021
C  0.83070  0.10037  -0.02341  0.238
C  1.33086  -0.74632  -1.13714  1.552
N  2.88805  0.94077  1.26109  0.080
O  1.11161  0.45927  -1.42175  0.133
H  -0.19933  -0.12580  0.11116  0.017

***

[6]
Density functional theory data (ωB97M-V/def2-TZVPD) for a 2-piece molecular cluster, C3HNO3 overall at a distorted geometry.

Results
ΔE to the lowest compared entry with this formula, charge and spin = 203.0 kJ/mol
2S+1 = 3
HOMO-LUMO gap (alpha / beta) = 7.3 / 6.8 eV
E_HOMO (alpha / beta) = -0.2580 / -0.4422 Ha
⟨S²⟩ = 2.0197

Each line ends with the Mulliken spin population.
Atoms and positions in Å:
C  -1.42199  -0.52478  0.17865  0.019
C  1.46445  -0.20223  -0.12180  -0.014
C  -1.11018  0.83515  0.02177  0.406
N  -1.78942  -1.59842  0.33841  0.394
O  1.07712  -1.31704  -0.33164  0.677
O  -1.57892  1.88067  -0.08562  0.281
O  0.80802  0.88464  0.00635  0.110
H  2.55094  0.04201  -0.00612  0.127

***

[7]
Density functional theory data (ωB97M-V/def2-TZVPD) for one molecule with the formula C3HNO4 at a distorted geometry.

Results
SMILES = O=c1ocnoc1=O
ΔE to the lowest compared entry with this formula, charge and spin = 522.1 kJ/mol
HOMO-LUMO gap = 10.1 eV
E_HOMO = -0.4119 Ha

Each line ends with the Löwdin charge.
Atoms and positions in Å:
O  1.55559  1.68576  0.39756  0.200
C  0.77566  0.87365  0.02880  -0.352
O  -0.52383  1.18828  -0.03061  0.089
C  -1.49449  0.24898  -0.21020  -0.136
N  -1.29706  -1.02706  -0.07081  0.177
O  0.07481  -1.64498  0.71707  -0.021
C  1.11272  -0.77133  0.02965  -0.153
O  2.27803  -1.13774  -0.45979  0.057
H  -2.48143  0.58443  -0.40165  0.138

***

[8]
Density functional theory data (ωB97M-V/def2-TZVPD) for an isolated ion of composition C3HNOS3 and charge -2 at a distorted geometry.

Results
SMILES = S=c1[nH]oc([S-])c1[S-]
ΔE to the lowest compared entry with this formula, charge and spin = 290.8 kJ/mol
HOMO-LUMO gap = 4.3 eV
E_HOMO = 0.0476 Ha
net charge = -2

Each line ends with the Löwdin charge.
Atoms and positions in Å:
S  -1.56828  -2.23786  0.02154  0.247
C  -0.60617  -0.82904  -0.01430  -0.996
N  -1.20110  0.38778  -0.32968  -0.050
O  -0.34312  1.50506  -0.07546  -0.160
C  0.89229  0.95952  -0.05994  -0.813
S  2.16258  2.03680  0.18741  0.358
C  0.75120  -0.72900  0.01804  -0.865
S  2.02189  -1.82516  0.35321  0.186
H  -2.10929  0.73190  -0.10082  0.094

***

[9]
Density functional theory data (ωB97M-V/def2-TZVPD) for C3HNS as an isolated structure at a distorted geometry.

Results
ΔE to the lowest compared entry with this formula, charge and spin = 464.0 kJ/mol
HOMO-LUMO gap = 7.8 eV
E_HOMO = -0.3259 Ha

Each line ends with the Löwdin charge.
Atoms and positions in Å:
C  -0.37406  0.76684  -0.38447  -0.457
C  -0.47773  -0.03327  0.79317  -0.386
C  1.21440  -1.07887  0.18939  -0.211
N  -0.17745  -0.88330  1.55009  0.121
S  0.95187  -0.04531  -1.15220  0.882
H  -1.13704  1.27392  -0.99598  0.052

***

[10]
Density functional theory data (ωB97M-V/def2-TZVPD) for one molecule with the formula C3HNS4 at a distorted geometry.

Results
SMILES = S=C1NC(=S)C(=S)S1
ΔE to the lowest compared entry with this formula, charge and spin = 0.0 kJ/mol
HOMO-LUMO gap = 6.7 eV
E_HOMO = -0.3395 Ha

Each line ends with the Löwdin charge.
Atoms and positions in Å:
S  -0.84419  2.32001  1.71600  0.688
C  -0.48953  1.19544  0.61411  -1.202
N  -0.47144  -0.12683  0.84916  -0.099
C  0.03710  -0.89971  -0.14514  -0.892
S  0.26692  -2.53126  0.11655  0.705
C  0.46509  -0.18196  -1.38852  -1.067
S  1.32268  -0.82408  -2.66682  0.687
S  0.10464  1.50031  -1.00846  0.970
H  -0.39126  -0.45193  1.91312  0.210

***

[11]
Density functional theory data (ωB97M-V/def2-TZVPD) for C3HO2Tl as an isolated structure at a distorted geometry.

Results
ΔE to the lowest compared entry with this formula, charge and spin = 76.5 kJ/mol
HOMO-LUMO gap (alpha / beta) = 7.9 / 6.6 eV
E_HOMO (alpha / beta) = -0.7970 / -0.7521 Ha
net charge = +2

Each line ends with the Löwdin charge.
Atoms and positions in Å:
C  -0.90709  0.56247  0.29489  -0.489
O  -0.61596  0.41694  -0.89100  0.110
O  0.02301  -0.03266  1.15118  0.037
C  1.03928  -0.69167  0.54754  0.147
C  1.24720  -0.81346  -0.68452  0.465
H  1.44151  -1.34392  -1.60200  0.154
Tl  -2.22796  1.90229  1.18391  1.575

***

[12]
Density functional theory data (ωB97M-V/def2-TZVPD) for a 2-piece molecular cluster, C3HO3S overall at a distorted geometry.

Results
ΔE to the lowest compared entry with this formula, charge and spin = 90.8 kJ/mol
HOMO-LUMO gap = 5.7 eV
E_HOMO = -0.0786 Ha
net charge = -1

Each line ends with the Löwdin charge.
Atoms and positions in Å:
C  0.49737  -1.16267  1.09288  -0.436
C  2.19509  -0.39033  -0.66380  -0.518
C  -0.37896  -0.61890  0.25277  -0.779
O  2.20742  -1.37440  -1.26599  0.165
O  0.95309  -1.76806  2.04256  0.016
O  2.28840  0.61718  -0.11526  0.167
S  -0.97679  -1.87254  -0.74866  0.299
H  -0.66971  0.49769  0.25504  0.086